1.
C5H7NS2 | wB97M-V/def2-TZVPD

Structure (XYZ):
```
15
Properties=species:S:1:pos:R:3:forces:R:3:mulliken_charge:R:1
C 0.180 0.639 -2.526 0.286 -0.603 1.360 -0.88
S -1.375 0.772 -1.653 -0.350 0.058 0.442 -0.01
C -1.000 0.279 -0.015 -0.232 -0.004 -0.120 -0.31
S -2.167 0.267 1.134 0.213 0.028 -0.232 -0.24
C 0.336 -0.125 0.250 0.617 -0.113 0.183 -0.44
C 1.474 -0.459 0.492 -0.453 -0.088 0.106 1.18
C 2.823 -0.908 0.894 0.340 1.035 -0.392 -0.84
N 2.961 -1.463 2.237 -0.555 -1.109 -0.368 -0.60
H 0.927 1.287 -2.101 0.231 0.313 0.094 0.32
H 0.536 -0.380 -2.488 0.125 -0.280 -0.066 0.31
H -0.022 0.903 -3.517 -0.292 0.465 -1.540 0.34
H 3.492 -0.013 0.789 -0.420 -0.723 0.216 0.31
H 3.185 -1.611 0.137 -0.024 -0.080 0.266 0.35
H 2.350 -2.292 2.336 0.572 0.523 -0.233 0.26
H 2.600 -0.828 2.922 -0.059 0.577 0.283 0.26
```
Forces are in eV/Å.

multiplicity	1
HOMO-LUMO gap	0.296	Eh
ΔE to the lowest compared entry with this formula, charge and spin	47.6	kcal per mole
net charge	0
highest occupied orbital energy	-8.7	eV
LUMO energy	-0.024	Ha



2.
H26O13 | wB97M-V/def2-TZVPD

Structure (XYZ):
```
39
Properties=species:S:1:pos:R:3:forces:R:3:lowdin_spin:R:1
O -27.035 11.916 -10.560 0.448 -0.410 0.914 0.03
H -26.925 12.590 -9.890 -0.062 0.119 0.312 0.00
H -27.197 12.404 -11.367 -0.473 0.266 -0.772 0.01
O -24.950 11.072 -12.272 -0.018 -0.148 -0.542 0.13
H -23.997 11.113 -12.199 0.705 0.126 -0.102 0.06
H -25.270 11.418 -11.439 -0.577 0.069 0.633 0.01
O -24.524 12.756 -14.961 -1.191 0.187 -0.740 0.22
H -24.232 12.558 -14.071 0.266 -0.236 1.072 0.07
H -23.745 12.631 -15.503 0.800 0.006 -0.426 0.08
O -30.270 11.426 -13.013 -0.328 0.311 0.169 0.00
H -31.145 11.144 -12.747 -0.256 0.037 0.034 0.00
H -30.236 11.248 -13.953 0.085 -0.454 -0.607 0.00
O -28.504 9.937 -15.001 -1.079 0.111 0.173 0.01
H -28.551 10.583 -15.707 0.199 0.125 -0.271 0.00
H -27.593 9.643 -15.006 0.344 -0.310 0.278 0.00
O -28.598 15.962 -13.067 -0.469 0.477 0.224 0.01
H -28.148 15.486 -12.369 0.028 -0.283 0.129 0.00
H -28.147 15.696 -13.868 0.337 -0.336 -0.419 0.00
O -25.722 9.445 -14.429 -0.185 -0.665 -0.455 0.04
H -25.205 9.733 -13.677 -0.051 0.218 0.539 0.01
H -25.941 10.253 -14.893 0.354 0.240 -0.179 0.01
O -30.686 12.522 -15.854 0.087 -0.338 -0.035 0.01
H -30.463 13.169 -15.185 0.206 0.334 0.247 0.00
H -31.471 12.871 -16.275 -0.186 0.036 -0.142 0.00
O -26.503 11.312 -16.464 -0.513 -0.321 -0.421 0.05
H -25.821 11.828 -16.033 0.744 0.563 0.463 0.02
H -26.783 11.854 -17.202 -0.101 0.119 -0.231 0.01
O -27.783 12.629 -13.001 0.069 0.670 -0.005 0.03
H -27.019 12.142 -13.310 0.528 -0.265 -0.313 0.02
H -28.532 12.140 -13.340 -0.130 -0.366 0.049 0.01
O -29.922 13.183 -10.724 0.014 0.192 0.548 0.00
H -29.592 12.875 -11.568 0.164 -0.108 -0.380 0.00
H -30.851 13.354 -10.878 -0.158 0.097 -0.055 0.00
O -29.308 9.907 -10.737 -0.265 -0.621 0.367 0.01
H -30.097 10.035 -11.264 0.151 -0.009 -0.133 0.00
H -28.894 10.770 -10.712 0.404 0.364 0.086 0.00
O -26.465 14.937 -14.842 -0.721 0.707 -0.242 0.05
H -26.017 14.137 -15.117 0.457 -0.455 0.011 0.02
H -26.046 15.175 -14.015 0.374 -0.048 0.224 0.03
```
Forces are in eV/Å.

⟨S²⟩	0.75
multiplicity	2
HOMO-LUMO gap (alpha / beta)	0.088 / 0.371	Eh
ΔE to the lowest compared entry with this formula, charge and spin	12.4	kcal per mole
net charge	-1
highest occupied orbital energy (alpha / beta)	-0.2 / -8.0	eV
LUMO energy (alpha / beta)	0.081 / 0.079	Ha



3.
C24H24N2OS | wB97M-V/def2-TZVPD

Structure (XYZ):
```
52
Properties=species:S:1:pos:R:3:forces:R:3:mulliken_charge:R:1
C -9.692 -1.093 0.339 0.600 0.011 -0.045 -0.92
S -7.993 -1.703 0.156 -0.154 -0.043 0.009 -0.05
C -7.008 -0.233 0.154 -0.220 -0.168 0.012 0.73
C -7.517 1.049 0.300 -0.066 0.016 0.003 -0.20
C -6.647 2.126 0.283 -0.017 -0.100 0.000 -0.96
C -5.286 1.955 0.125 0.145 0.202 -0.001 -0.64
C -4.774 0.667 -0.022 -0.403 0.166 0.074 0.54
N -3.413 0.402 -0.180 0.107 -0.429 0.017 -0.11
C -2.372 1.281 -0.299 -0.002 -0.095 0.004 0.61
O -2.488 2.489 -0.307 -0.025 0.096 -0.049 -0.65
C -1.047 0.611 -0.448 0.366 0.041 -0.037 0.74
C -0.723 -0.585 0.188 -0.062 0.097 -0.087 -0.80
C 0.531 -1.141 0.024 0.055 -0.025 -0.071 -0.64
C 1.484 -0.522 -0.777 -0.085 0.074 -0.048 0.30
C 2.839 -1.156 -0.946 0.050 -0.075 0.031 -0.70
N 3.372 -1.551 0.349 -0.087 0.003 -0.007 0.12
C 4.483 -2.477 0.266 0.201 -0.150 -0.131 -1.11
C 5.713 -1.892 -0.438 -0.229 -0.092 0.064 -0.92
C 5.990 -0.480 0.006 0.032 0.006 -0.029 0.88
C 7.187 0.132 -0.347 -0.022 0.049 0.038 -0.74
C 7.455 1.436 0.022 0.105 0.002 -0.051 -0.56
C 6.517 2.151 0.750 -0.022 0.108 0.065 -0.57
C 5.322 1.553 1.101 0.036 -0.026 -0.019 -0.84
C 5.048 0.240 0.737 0.012 0.017 -0.052 1.37
C 3.748 -0.403 1.155 -0.076 -0.062 0.222 -1.75
C 1.167 0.681 -1.393 0.026 -0.128 0.036 -0.57
C -0.083 1.246 -1.225 -0.258 0.026 0.058 -0.86
C -5.641 -0.419 -0.005 -0.049 0.097 0.010 -0.97
H -9.801 -0.575 1.287 -0.122 0.052 0.025 0.29
H -9.946 -0.447 -0.497 -0.124 0.053 0.000 0.30
H -10.322 -1.977 0.327 -0.039 -0.034 0.001 0.38
H -8.573 1.223 0.425 -0.102 -0.019 0.009 0.34
H -7.044 3.124 0.397 -0.004 0.100 0.007 0.35
H -4.620 2.800 0.112 0.017 0.012 -0.005 0.48
H -3.186 -0.580 -0.261 0.057 0.236 -0.040 0.16
H -1.433 -1.071 0.842 -0.064 -0.040 0.050 0.42
H 0.794 -2.058 0.528 0.027 -0.080 0.084 0.43
H 2.730 -2.064 -1.549 0.089 0.060 -0.021 0.49
H 3.502 -0.462 -1.488 -0.052 -0.074 -0.044 0.41
H 4.745 -2.751 1.292 0.007 -0.060 -0.036 0.42
H 4.147 -3.381 -0.250 0.048 0.000 0.075 0.39
H 5.554 -1.894 -1.522 0.038 -0.053 0.009 0.31
H 6.585 -2.520 -0.241 -0.005 -0.013 -0.064 0.56
H 7.915 -0.429 -0.917 0.082 -0.055 -0.059 0.43
H 8.391 1.895 -0.257 0.074 0.040 -0.022 0.39
H 6.717 3.172 1.038 0.016 0.085 0.022 0.39
H 4.584 2.106 1.665 -0.084 0.083 0.057 0.41
H 3.840 -0.745 2.194 -0.065 0.088 -0.050 0.40
H 2.936 0.328 1.120 0.066 -0.008 0.083 0.43
H 1.905 1.182 -2.003 0.088 0.041 -0.053 0.37
H -0.333 2.186 -1.692 -0.022 0.089 -0.017 0.42
H -5.260 -1.425 -0.117 0.114 -0.124 -0.027 0.33
```
Forces are in eV/Å.

multiplicity	1
HOMO-LUMO gap	0.319	Eh
net charge	0
highest occupied orbital energy	-8.1	eV
LUMO energy	0.023	Ha



4.
C25H19BrCl3N2O2PPd | wB97M-V/def2-TZVPD

Structure (XYZ):
```
54
Properties=species:S:1:pos:R:3:forces:R:3:mulliken_charge:R:1
Pd 0.692 1.096 -1.004 0.034 -0.109 -0.044 -0.26
N 0.149 -0.996 1.530 -0.062 -0.053 0.059 0.06
P -0.564 -0.269 0.177 0.022 0.150 0.079 1.33
C -1.350 -1.723 -0.564 0.035 -0.020 -0.036 0.17
C -2.425 -2.324 0.095 0.009 0.012 0.003 -0.35
C -3.016 -3.460 -0.432 -0.001 0.000 0.003 -0.72
C -2.546 -3.996 -1.625 -0.002 -0.001 -0.002 -0.44
C -1.490 -3.394 -2.290 0.012 0.008 -0.009 -0.70
C -0.890 -2.258 -1.763 -0.037 -0.010 0.021 -0.41
C -1.959 0.698 0.812 -0.004 -0.025 0.006 0.69
C -2.736 1.401 -0.106 0.034 -0.024 -0.010 -0.42
C -3.815 2.150 0.329 -0.021 0.005 0.022 -0.72
C -4.117 2.209 1.683 -0.008 0.009 -0.023 -0.48
C -3.340 1.519 2.601 0.022 -0.025 0.001 -0.65
C -2.260 0.762 2.166 -0.039 -0.002 0.006 -0.32
C 1.028 -0.320 2.369 -0.046 0.008 -0.010 0.34
C 1.805 -1.002 3.308 0.021 -0.004 0.004 -0.80
C 2.657 -0.259 4.097 -0.007 -0.009 -0.003 -0.40
C 2.717 1.121 3.932 -0.005 0.006 0.001 -0.58
C 1.903 1.695 2.974 -0.005 0.013 -0.011 -0.47
N 1.065 0.996 2.209 0.031 -0.026 -0.044 -0.13
H 0.052 -1.992 1.645 0.028 -0.002 -0.019 0.25
H -2.809 -1.890 1.011 0.001 -0.008 -0.002 0.42
H -3.850 -3.921 0.080 0.001 0.000 0.001 0.41
H -3.012 -4.880 -2.040 -0.001 0.001 0.001 0.39
H -1.129 -3.805 -3.224 0.000 -0.001 0.001 0.44
H -0.068 -1.788 -2.283 0.039 0.015 -0.005 0.35
H -2.485 1.377 -1.160 -0.004 0.007 0.006 0.31
H -4.413 2.699 -0.387 0.002 0.000 -0.001 0.41
H -4.956 2.802 2.024 0.000 0.002 -0.001 0.39
H -3.569 1.572 3.657 0.000 -0.001 0.001 0.43
H -1.651 0.227 2.883 0.006 0.005 0.005 0.33
H 1.740 -2.079 3.400 0.007 -0.002 0.004 0.44
H 3.278 -0.751 4.835 0.000 0.000 0.000 0.42
H 3.377 1.734 4.529 0.002 -0.003 0.002 0.41
H 1.909 2.766 2.806 0.001 -0.001 -0.001 0.42
Br 4.900 -3.476 -3.345 0.002 -0.003 0.000 -0.20
C 3.694 -2.211 -2.606 0.009 -0.006 -0.002 0.10
C 3.438 -2.228 -1.248 0.002 0.003 0.019 -0.77
C 2.540 -1.310 -0.712 -0.009 0.009 -0.001 0.65
C 1.904 -0.376 -1.521 -0.108 0.105 -0.041 -0.41
C 2.203 -0.364 -2.885 0.043 -0.081 -0.016 -0.37
C 3.090 -1.280 -3.434 -0.013 0.017 0.011 -0.64
H 3.931 -2.948 -0.609 0.004 -0.001 -0.004 0.43
H 2.355 -1.338 0.353 0.006 0.004 -0.005 0.33
H 1.748 0.374 -3.536 -0.004 0.005 0.005 0.44
H 3.313 -1.266 -4.492 -0.001 0.002 0.000 0.43
Cl -0.452 5.937 -1.007 -0.001 -0.004 0.000 -0.13
C 0.377 4.943 -2.204 0.011 -0.011 0.006 0.65
Cl -0.614 4.837 -3.681 -0.003 -0.001 0.000 -0.15
Cl 1.942 5.655 -2.589 -0.006 -0.005 0.000 -0.12
C 0.539 3.487 -1.700 0.019 0.031 -0.023 0.55
O -0.318 3.039 -0.905 0.023 0.064 -0.024 -0.62
O 1.487 2.806 -2.154 -0.042 -0.045 0.070 -0.73
```
Forces are in eV/Å.

multiplicity	1
HOMO-LUMO gap	0.324	Eh
ΔE to the lowest compared entry with this formula, charge and spin	0.0	kcal per mole
net charge	0
highest occupied orbital energy	-8.6	eV
LUMO energy	0.009	Ha